1.
16
Properties=species:S:1:pos:R:3:forces:R:3 method="wB97M-V/def2-TZVPD" smiles="CO[C@H](CO)SC=O" energy_ha=-781.08040 e_above_lowest_kcal_mol=33.2 e_lumo_ev=0.56
C 1.1871 -1.8003 0.1876 0.392 -0.072 0.371
O 0.3582 -1.1505 -0.7562 0.058 0.015 0.211
C -0.1127 0.1112 -0.3851 0.042 0.083 -0.025
C 0.9999 1.1185 -0.0902 0.180 -0.672 -0.193
O 0.4284 2.3935 -0.1561 0.899 1.260 0.628
S -1.2957 0.0577 1.0193 0.038 -0.011 0.012
C -2.8131 -0.0192 0.1212 -0.118 0.009 -0.579
O -2.9318 -0.0181 -1.0768 0.097 -0.007 0.419
H 1.3506 -2.8034 -0.1836 0.143 -0.112 -0.244
H 0.7110 -1.9324 1.1705 -0.075 0.338 -0.161
H 2.1727 -1.3053 0.3266 -0.538 -0.158 -0.148
H -0.7094 0.4702 -1.2236 0.071 0.017 0.002
H 1.7856 0.9858 -0.8497 -0.175 -0.051 -0.027
H 1.4704 0.9299 0.8787 -0.102 -0.017 0.148
H 1.0894 3.0181 0.2308 -1.003 -0.613 -0.545
H -3.6905 -0.0559 0.7865 0.090 -0.009 0.133



2.
15
Properties=species:S:1:pos:R:3:forces:R:3 method="wB97M-V/def2-TZVPD" energy_ha=-266.85381 charge=-1 spin_multiplicity=2 e_above_lowest_kcal_mol=24.1 e_lumo_ev="3.87 / 3.69"
C 0.7486 0.0568 -0.2457 0.355 -0.294 0.842
C 0.8475 1.5806 -0.1848 0.750 -2.123 1.484
N -0.4027 2.0531 0.3915 0.577 0.853 -0.567
N 0.1592 -0.5635 1.0088 1.996 1.075 -1.250
H 1.7295 -0.3470 -0.6135 -0.748 -0.071 0.734
H 0.0430 -0.0596 -1.0408 -0.523 -0.662 -0.675
H 0.8402 1.7713 -1.2363 0.573 1.156 -0.615
H 1.7844 1.8616 0.3804 -0.863 0.256 -0.774
H -0.2746 2.1685 1.4121 -0.500 0.878 -1.119
H -0.6094 2.8509 -0.2275 -0.538 0.147 1.713
H -0.4444 -1.2694 0.6178 -0.675 -0.570 0.404
H -0.4193 0.1843 1.3860 -0.364 -0.612 -0.111
H -0.6298 -3.6583 -0.1829 -1.369 0.239 -1.337
H -2.0649 -3.0628 -0.5161 0.923 -0.527 -0.386
O -1.3072 -3.5664 -0.9489 0.406 0.255 1.656



3.
130
Properties=species:S:1:pos:R:3:forces:R:3 method="wB97M-V/def2-TZVPD" energy_ha=-9185.66723 charge=-2 e_lumo_ev=-0.90
Li 14.3863 14.7630 13.0995 -0.426 -0.468 0.085
Li 11.0688 15.7122 16.5009 -0.308 -0.253 -0.193
Li 17.0753 16.8228 11.6975 0.310 0.247 -0.212
N 5.1188 17.6698 6.6658 0.542 0.027 4.299
S 5.8597 17.3139 8.1954 3.780 -0.365 -1.173
O 5.6696 16.0398 8.8733 -0.736 1.523 -1.041
O 6.0372 18.4901 8.9988 -0.260 -0.534 -0.316
F 7.3497 17.0373 7.5320 -1.418 0.564 0.441
S 3.6417 17.4329 7.2109 -3.343 -2.837 -1.091
O 3.1479 17.9527 8.5052 1.364 -0.748 -2.265
O 3.2946 16.0620 6.8144 -0.330 1.474 1.417
F 2.7834 18.2331 6.1447 0.255 0.865 -0.107
N 9.7029 20.5315 4.0582 -1.589 -2.777 -5.615
S 9.9489 19.4511 2.7246 -4.306 0.416 -0.620
O 9.4632 18.1274 2.9340 0.807 -0.081 0.565
O 11.0777 19.6758 1.8863 0.410 -0.015 0.217
F 8.7258 20.0455 1.8803 0.164 0.377 -0.220
S 11.1372 20.4930 4.4903 4.867 4.113 5.348
O 12.2181 21.2590 3.8817 -1.055 -1.279 -0.679
O 11.4896 19.3507 5.2562 0.917 -1.818 -0.487
F 10.8044 21.5085 5.6614 -0.035 1.111 1.388
N 17.6787 13.6233 12.8526 0.848 -2.697 -2.023
S 18.4723 12.3699 11.9393 0.168 -1.897 -4.084
O 18.4243 10.9827 12.4220 -0.410 3.278 -0.820
O 19.7322 12.8182 11.3347 -2.606 -0.475 1.225
F 17.3849 12.4044 10.6901 0.970 0.179 1.440
S 18.6356 13.3785 14.0687 1.624 3.208 5.633
O 19.9234 14.0242 13.9509 -0.940 -0.751 -0.279
O 18.5310 12.1782 14.8209 0.052 -0.400 -0.617
F 17.8715 14.3928 15.1038 -0.296 0.297 -0.633
N 13.9726 18.0563 12.3236 0.897 1.440 5.072
S 13.1163 18.7847 11.2947 -3.877 1.457 -9.688
O 13.7311 19.8475 10.4720 -0.907 -2.000 2.795
O 11.6663 18.8246 11.5109 2.674 0.559 1.022
F 13.2031 17.5380 10.2811 0.259 -0.224 -0.205
S 13.5343 19.1259 13.5890 0.701 -0.229 4.971
O 12.4562 18.6542 14.4684 0.997 0.418 -2.156
O 13.7441 20.5511 13.4399 -0.593 -2.117 -0.744
F 14.7586 18.7239 14.5718 0.468 -0.242 -0.647
N 12.0526 12.9535 14.8547 -2.628 -0.187 -3.443
S 12.2524 11.7136 15.7288 4.105 -2.774 3.304
O 13.0311 10.6309 15.1050 -2.167 1.641 1.309
O 11.1837 11.4528 16.6578 1.052 -0.095 -0.524
F 13.4080 12.5304 16.5240 -0.009 -0.561 1.176
S 11.0876 12.1832 13.6897 -3.394 3.202 -2.887
O 9.7235 11.7950 14.0706 3.195 0.329 -0.007
O 11.7800 11.5278 12.6363 0.432 -0.973 0.837
F 10.8513 13.5939 12.9355 -0.298 0.274 0.390
C 15.9367 24.4516 18.9751 0.992 -0.696 0.207
C 15.0635 23.2421 19.3192 -1.974 1.915 -2.508
O 15.5873 22.6669 20.4278 1.960 -0.962 1.259
C 16.8896 23.0492 20.5580 0.561 1.050 1.249
O 17.6006 22.6872 21.4627 -0.785 0.464 -1.974
O 17.1777 24.0405 19.6098 -0.317 -0.883 1.439
H 15.5360 25.3904 19.3576 0.388 0.027 0.298
H 16.2218 24.5653 17.9292 -0.561 -0.060 -0.017
H 15.0428 22.6275 18.4192 -0.140 -0.667 0.341
H 14.0603 23.5781 19.5814 -0.138 -0.200 -0.332
C 10.1029 14.1357 21.8818 -2.237 0.055 -0.654
O 11.2799 14.8130 22.2546 0.707 -0.401 0.876
C 11.9351 15.5619 21.4005 0.750 1.353 -1.734
O 11.6900 15.7746 20.2305 -0.767 -0.822 -0.016
O 12.9926 16.1745 21.9546 -1.581 -1.149 1.596
C 13.9792 16.6787 21.1108 1.145 0.359 -0.530
H 10.0518 13.6688 20.8982 0.838 0.226 -0.113
H 9.2536 14.8182 21.9120 0.131 0.471 -0.194
H 9.7550 13.3737 22.5793 1.155 0.003 0.466
H 13.7033 17.4730 20.4172 -0.600 0.079 0.289
H 14.3903 15.8835 20.4888 0.202 -0.091 0.171
H 14.7065 17.0694 21.8223 0.233 -0.079 -0.386
C 10.9416 13.0583 5.5426 0.748 2.472 -1.152
O 10.3340 12.0324 6.2033 -3.233 -2.061 1.089
C 8.9497 11.9775 6.0014 -1.248 -0.478 -0.565
O 8.2231 12.7870 5.4364 2.618 -2.099 1.584
O 8.4065 10.7510 6.4455 0.776 2.384 0.174
C 9.1569 9.8055 7.2292 0.486 0.126 -1.140
H 10.7993 12.9321 4.4694 0.305 0.146 -0.106
H 11.9941 13.1297 5.8168 -0.025 -0.527 -0.073
H 10.5217 14.0261 5.8170 -0.229 0.038 -0.063
H 8.4129 9.0864 7.5717 0.237 0.028 -0.048
H 9.7664 10.1718 8.0553 -0.472 0.574 0.067
H 9.8696 9.3820 6.5214 0.015 -0.611 0.213
C 8.7622 23.3450 13.9302 2.587 1.494 -1.340
O 9.0651 23.8854 15.2511 -2.262 -2.132 -0.393
C 9.4517 25.1202 15.3601 2.500 1.249 -1.557
O 9.9986 25.8396 14.5208 -1.579 -1.135 1.151
O 9.3556 25.4005 16.6480 0.494 0.868 1.597
C 9.8164 26.6921 17.0402 -0.702 1.387 0.125
H 9.7505 23.4364 13.4797 0.003 -0.355 -0.632
H 8.1802 24.0298 13.3134 -0.551 -0.125 0.529
H 8.4985 22.2964 13.7923 -0.433 0.244 1.278
H 9.7182 26.8795 18.1094 -0.350 -0.935 0.128
H 9.1419 27.4173 16.5851 0.237 0.184 -0.207
H 10.8417 27.0009 16.8363 0.071 -0.764 -0.696
C 5.1626 15.4920 15.0893 1.799 -1.872 -0.963
O 5.3865 16.6995 15.7172 0.984 3.148 2.599
C 6.5930 17.0425 16.2886 0.519 -2.597 -0.212
O 7.6177 16.3197 16.2833 -2.410 2.205 0.027
O 6.4292 18.2101 16.9325 -0.993 -1.216 -0.924
C 7.4530 18.8181 17.6624 1.222 0.880 0.019
H 4.1306 15.3001 14.7955 0.090 0.939 -0.041
H 5.4419 14.6388 15.7075 0.167 0.049 0.290
H 5.8737 15.5221 14.2638 -0.545 -0.731 -0.587
H 7.0124 19.6701 18.1803 -0.210 -0.290 0.064
H 8.1972 19.2562 16.9974 0.086 -0.139 -0.221
H 7.9911 18.1917 18.3739 -0.379 -0.387 -0.043
C 22.2781 17.7003 9.3083 -0.182 0.550 0.388
O 21.6793 18.6616 8.3886 -0.535 -0.294 -0.055
C 20.3466 18.5132 8.1903 -1.608 -1.813 0.843
O 19.6466 17.6534 8.7847 1.699 2.627 -1.777
O 19.9357 19.4072 7.2585 1.305 -0.162 1.351
C 18.6744 19.3459 6.6149 -0.850 -0.774 -0.864
H 21.8257 17.8325 10.2911 -0.473 -0.546 -0.188
H 23.3189 17.9473 9.5174 0.015 0.442 -0.823
H 22.2416 16.6884 8.9047 -0.370 0.127 0.195
H 18.3716 20.2834 6.1486 0.636 0.463 0.670
H 17.8396 19.0182 7.2344 0.360 -0.176 0.196
H 18.7948 18.7049 5.7416 -0.178 -0.469 0.217
C 19.2098 24.2881 13.3118 0.723 0.744 0.928
O 19.0119 22.9397 12.8512 -0.665 0.354 -0.238
C 19.0913 21.8493 13.6195 0.935 -1.720 -1.047
O 18.9622 20.7057 13.1935 -0.350 2.017 0.539
O 19.5211 22.1529 14.8276 -0.049 -0.404 1.845
C 19.7506 21.1098 15.8111 0.033 -0.579 0.289
H 18.3568 24.8617 13.6744 -0.902 -0.769 -0.566
H 19.6661 24.8853 12.5224 -0.117 -0.510 -0.256
H 19.8472 24.3976 14.1892 0.485 -0.731 -0.180
H 20.5560 21.4511 16.4614 -0.056 0.121 -0.289
H 19.9740 20.1100 15.4387 0.461 0.440 -0.884
H 18.9048 20.8554 16.4498 -0.535 0.914 -0.161



4.
16
Properties=species:S:1:pos:R:3:forces:R:3 method="wB97M-V/def2-TZVPD" energy_ha=-408.20561 e_above_lowest_kcal_mol=33.1 e_lumo_ev="-0.39 / -0.39"
C -0.8165 0.7354 -1.2099 1.179 -2.784 -1.942
H -0.3448 1.6693 -1.5399 -0.182 -0.516 0.426
H -1.8607 0.7931 -0.8803 1.123 0.370 2.095
H -1.0691 0.0123 -2.0031 0.887 0.677 -0.853
O -1.3569 1.4264 1.4609 0.611 -2.200 1.045
C -2.2045 0.5579 2.2676 -0.302 0.757 -0.649
H -2.4761 1.0591 3.2190 -0.232 -0.218 -0.304
H -3.1096 0.2401 1.7070 0.031 0.350 0.323
O 2.1376 -1.3114 0.9945 2.066 -0.981 -1.418
C 2.4465 -1.1862 -0.1807 0.065 -0.057 0.338
C 1.5075 -0.5787 -1.1688 -0.691 0.382 -0.949
O 0.3306 -0.2330 -0.5130 -2.340 1.863 0.205
Ba 0.0563 -0.6216 1.9941 -2.323 2.215 1.684
H 3.4341 -1.5164 -0.5449 -0.064 0.165 -0.034
H 1.3114 -1.3297 -1.9590 0.242 0.177 -0.016
H 2.0140 0.2834 -1.6435 -0.069 -0.201 0.049